This record from OMol25 describes a 2-piece molecular cluster, C2H5NO2 overall in a non-equilibrium geometry. The level of theory is ωB97M-V/def2-TZVPD.

Properties
HOMO level = -9.745 eV
energy relative to the best compared isomer or geometry (same formula, charge and spin) = 89.57 kcal/mol
LUMO level = 0.0303 hartree
E_tot = -284.32463 a.u.
orbital gap = 0.3884 hartree
structure (SMILES) = C=NO.C=O

Positions of all 10 atoms, in Å:
C -0.94247 0.19870 1.39422
C 0.32568 -0.76674 -1.50077
N -0.21445 0.49143 0.42886
O 0.89737 1.27091 0.68210
O 1.38624 -0.28641 -1.82716
H -1.71679 -0.44541 1.10032
H -0.93523 0.51492 2.47528
H 0.27406 -1.83543 -1.01166
H -0.58865 -0.26323 -1.71766
H 1.51423 1.12126 -0.02353

Atomic forces in eV per Å
-0.441 0.688 2.143
1.146 -1.719 0.197
1.831 0.271 -0.557
-1.062 0.363 1.604
-0.037 -0.159 0.229
-1.231 -0.752 -0.171
0.602 -0.081 -1.249
-0.052 1.676 -0.623
-1.001 0.070 -0.411
0.245 -0.356 -1.162